[1]
This record from the OMol25 dataset describes AlFO4P as an isolated structure. The level of theory is ωB97M-V with the def2-TZVPD basis set.

Results
- molar mass (g/mol) = 140.9
- orbital gap (eV) = 4.088

ORCA input file:
```
! wB97M-V def2-TZVPD RIJCOSX def2/J DEFGRID3
* xyz -1 1
Al 1.024 1.559 1.261
P -0.986 -0.337 -0.457
O 0.030 -1.083 0.444
O -1.626 0.785 0.483
O -1.858 -1.358 -1.270
O -0.023 0.462 -1.401
F 3.439 -0.028 0.940
*
```



[2]
This record from the OMol25 dataset describes a single C18H18N2O6 molecule. The level of theory is ωB97M-V with the def2-TZVPD basis set.

Results
- molar mass (g/mol) = 358.3
- SMILES string = COc1ccc(CC(=O)N[C@@H](CC(=O)O)c2cccc([N+](=O)[O-])c2)cc1
- orbital gap (eV) = 8.122

ORCA input file:
```
! wB97M-V def2-TZVPD RIJCOSX def2/J DEFGRID3
* xyz 0 1
C -3.475 -3.787 0.979
H -3.741 -4.778 0.615
H -2.502 -3.836 1.480
H -4.234 -3.448 1.691
O -3.429 -2.963 -0.160
C -3.131 -1.644 0.000
C -3.127 -0.875 -1.166
C -2.814 0.465 -1.118
C -2.497 1.082 0.090
C -2.516 0.316 1.245
C -2.832 -1.033 1.211
H -2.838 -1.592 2.134
H -2.286 0.774 2.197
C -2.037 2.513 0.098
C -0.645 2.565 -0.520
O -0.331 3.274 -1.448
N 0.204 1.668 0.038
H -0.074 1.185 0.877
C 1.563 1.492 -0.420
C 1.857 0.011 -0.505
C 3.075 -0.537 -0.140
C 3.266 -1.911 -0.234
C 2.264 -2.759 -0.684
C 1.050 -2.208 -1.052
C 0.852 -0.841 -0.966
H -0.101 -0.424 -1.257
H 0.253 -2.842 -1.407
H 2.450 -3.820 -0.738
N 4.542 -2.465 0.156
O 4.683 -3.665 0.067
O 5.392 -1.696 0.550
H 3.893 0.067 0.219
H 1.592 1.929 -1.429
C 2.543 2.284 0.472
H 3.534 2.299 0.024
H 2.573 1.850 1.471
C 2.019 3.702 0.560
O 1.212 4.081 1.365
O 2.534 4.475 -0.390
H 2.115 5.350 -0.394
H -1.985 2.907 1.114
H -2.694 3.149 -0.496
H -2.805 1.047 -2.028
H -3.370 -1.359 -2.099
*
```



[3]
This record from the OMol25 dataset describes a 2-piece molecular cluster, C5H15N2O overall. The level of theory is ωB97M-V with the def2-TZVPD basis set.

Results
- molar mass (g/mol) = 119.2
- orbital gap (eV) = 8.415

ORCA input file:
```
! wB97M-V def2-TZVPD RIJCOSX def2/J DEFGRID3
* xyz 1 1
C 2.611 -0.367 0.717
C 1.333 -0.336 -0.245
C 0.227 -1.329 0.304
C -1.124 -0.890 0.018
C -1.909 -1.385 -0.976
N -3.049 -0.694 -1.341
N 0.690 1.015 -0.508
H 2.265 -0.449 1.672
H 3.280 0.495 0.721
H 3.278 -1.195 0.608
H 1.775 -0.787 -1.176
H 0.142 -1.308 1.409
H 0.536 -2.363 -0.150
H -1.591 0.071 0.595
H -1.564 -2.267 -1.581
H -3.144 0.339 -1.111
H -3.249 -0.899 -2.271
H 0.158 0.838 -1.404
H 1.491 1.679 -0.655
H -0.064 1.275 0.219
H -0.990 3.395 1.268
H -0.408 2.637 2.376
O -0.693 2.522 1.513
*
```



[4]
This record from the OMol25 dataset describes a 2-piece molecular cluster, C2HN5O3S2 overall. The level of theory is ωB97M-V with the def2-TZVPD basis set.

Results
- molar mass (g/mol) = 207.2
- orbital gap (eV) = 6.791

ORCA input file:
```
! wB97M-V def2-TZVPD RIJCOSX def2/J DEFGRID3
* xyz 0 1
C 1.035 0.654 0.100
C 0.157 -1.369 -0.414
N 0.149 1.596 0.064
N -1.122 1.569 -0.113
N -2.051 2.269 -0.103
N 2.187 0.441 0.403
N -1.139 -1.507 -0.096
O -3.200 2.626 -0.060
O -1.803 -0.506 0.336
O -1.666 -2.561 -0.433
S 1.269 -2.387 0.240
S 3.071 -1.761 -0.352
H 3.112 0.935 0.428
*
```



[5]
This record from the OMol25 dataset describes a 7-piece molecular cluster, C41H89N2O10 overall. The level of theory is ωB97M-V with the def2-TZVPD basis set.

Results
- molar mass (g/mol) = 770.2
- orbital gap (eV) = 7.023

ORCA input file:
```
! wB97M-V def2-TZVPD RIJCOSX def2/J DEFGRID3
* xyz 1 1
C 3.072 0.100 -1.987
C 1.652 0.093 -1.437
C 0.669 0.531 -2.508
O -0.339 1.374 -1.893
C -1.475 1.544 -2.603
C -2.485 0.610 -2.398
C -2.382 -0.524 -1.432
C -2.234 -0.103 0.043
C -3.526 -0.090 0.893
C -4.840 0.095 0.118
C -3.606 -1.349 1.760
N -3.615 0.760 -3.118
C -3.841 1.776 -3.972
O -5.079 1.771 -4.508
C -2.899 2.767 -4.150
C -3.289 3.941 -5.029
N -4.128 4.886 -4.262
C -1.674 2.634 -3.460
C -0.641 3.721 -3.647
O 0.686 3.365 -3.334
C 1.328 3.945 -2.259
C 0.551 4.122 -0.987
O 2.495 4.159 -2.357
H 3.133 -0.469 -2.917
H 3.764 -0.354 -1.281
H 3.417 1.114 -2.190
H 1.597 0.761 -0.580
H 1.424 -0.923 -1.117
H 0.181 -0.329 -2.974
H 1.163 1.105 -3.291
H -3.237 -1.187 -1.563
H -1.497 -1.093 -1.720
H -1.550 -0.817 0.500
H -1.736 0.863 0.107
H -3.452 0.761 1.572
H -5.554 0.631 0.742
H -5.301 -0.867 -0.111
H -4.737 0.685 -0.792
H -4.544 -1.343 2.316
H -3.547 -2.245 1.144
H -2.805 -1.325 2.497
H -4.368 0.094 -2.989
H -5.057 1.635 -5.465
H -2.441 4.473 -5.437
H -3.918 3.579 -5.841
H -4.859 4.363 -3.794
H -3.570 5.326 -3.538
H -0.633 4.003 -4.697
H -0.958 4.596 -3.079
H -0.486 4.416 -1.121
H 1.074 4.846 -0.373
H 0.543 3.161 -0.470
C 3.067 1.974 3.351
C 2.531 0.847 2.484
O 3.511 0.202 1.695
C 4.573 -0.424 2.404
C 4.126 -1.513 3.364
H 3.573 2.721 2.738
H 2.245 2.456 3.882
H 3.774 1.613 4.097
H 1.814 1.252 1.765
H 1.986 0.120 3.097
H 5.176 0.326 2.927
H 5.211 -0.850 1.630
H 3.500 -1.128 4.170
H 5.000 -1.979 3.819
H 3.560 -2.281 2.835
C -6.466 4.735 -10.745
C -6.132 4.082 -9.417
O -4.808 4.324 -8.965
C -4.466 5.685 -8.754
C -5.309 6.377 -7.696
H -5.768 4.412 -11.517
H -7.475 4.456 -11.050
H -6.430 5.824 -10.689
H -6.196 2.998 -9.516
H -6.860 4.377 -8.652
H -4.490 6.246 -9.694
H -3.424 5.666 -8.429
H -6.361 6.436 -7.979
H -4.953 7.393 -7.532
H -5.244 5.827 -6.754
C -7.555 -4.833 3.795
C -6.336 -4.212 4.453
O -6.068 -2.881 4.041
C -7.086 -1.929 4.299
C -7.438 -1.775 5.768
H -7.455 -4.816 2.708
H -7.661 -5.868 4.117
H -8.476 -4.311 4.058
H -5.442 -4.772 4.176
H -6.419 -4.267 5.543
H -7.983 -2.154 3.712
H -6.687 -0.987 3.919
H -7.856 -2.690 6.188
H -8.181 -0.987 5.890
H -6.553 -1.510 6.349
C 7.447 1.564 -0.966
C 7.905 0.734 0.220
O 7.329 -0.559 0.278
C 7.591 -1.412 -0.823
C 9.062 -1.711 -1.044
H 6.360 1.661 -0.967
H 7.884 2.562 -0.911
H 7.749 1.124 -1.917
H 7.593 1.217 1.147
H 8.998 0.672 0.246
H 7.138 -1.013 -1.738
H 7.064 -2.337 -0.586
H 9.636 -0.818 -1.298
H 9.179 -2.423 -1.861
H 9.498 -2.144 -0.144
C -1.920 -2.106 8.457
C -1.260 -1.933 7.100
O -2.035 -2.405 6.012
C -3.300 -1.794 5.832
C -3.232 -0.298 5.576
H -2.167 -3.153 8.631
H -1.241 -1.774 9.243
H -2.837 -1.523 8.546
H -0.342 -2.519 7.061
H -0.975 -0.885 6.945
H -3.957 -2.006 6.684
H -3.740 -2.290 4.968
H -2.811 0.252 6.418
H -4.233 0.095 5.390
H -2.610 -0.096 4.701
C 8.744 -3.871 2.571
C 8.131 -4.972 1.724
O 9.051 -5.636 0.879
C 10.127 -6.295 1.523
C 9.701 -7.384 2.493
H 9.239 -3.137 1.936
H 7.965 -3.365 3.144
H 9.480 -4.253 3.280
H 7.393 -4.543 1.045
H 7.597 -5.690 2.358
H 10.778 -5.570 2.025
H 10.708 -6.733 0.712
H 9.129 -6.988 3.332
H 10.582 -7.881 2.900
H 9.087 -8.129 1.985
*
```



[6]
This record from the OMol25 dataset describes C18H33F8NiO4SSb as an isolated structure. The level of theory is ωB97M-V with the def2-TZVPD basis set.

Results
- molar mass (g/mol) = 678.0
- orbital gap (spin up / spin down) (eV) = 5.769 / 5.771

ORCA input file:
```
! wB97M-V def2-TZVPD RIJCOSX def2/J DEFGRID3
* xyz -2 1
Ni -0.198 1.037 0.083
C 0.615 3.892 -0.723
O -0.704 3.798 -0.218
C -0.991 2.587 0.346
C -2.299 2.790 1.060
H 1.344 3.799 0.086
H 0.707 4.866 -1.208
H 0.818 3.097 -1.441
H -3.028 3.318 0.430
H -2.126 3.412 1.947
H -2.716 1.837 1.384
F -5.192 -2.864 0.667
C -5.058 -2.191 1.939
F -3.809 -1.513 1.773
C -4.673 -3.347 2.843
F -4.357 -2.914 4.085
F -5.713 -4.216 2.988
F -3.614 -4.123 2.453
C -3.440 1.347 -2.276
C -3.166 -0.157 -2.383
C -4.058 -0.862 -1.359
C -3.532 -0.626 -3.788
Sb -1.078 -0.491 -1.729
C -0.923 -2.687 -1.580
C -1.697 -3.505 -2.607
C 0.561 -3.059 -1.630
C -1.443 -3.017 -0.179
C 0.078 -0.057 -3.578
C -0.018 -1.093 -4.701
C 1.536 0.071 -3.125
C -0.364 1.297 -4.132
H -4.506 1.529 -2.471
H -2.863 1.941 -2.987
H -3.210 1.717 -1.274
H -5.106 -0.584 -1.536
H -3.813 -0.585 -0.330
H -3.999 -1.949 -1.415
H -4.605 -0.447 -3.953
H -3.352 -1.689 -3.938
H -2.993 -0.079 -4.557
H -1.396 -3.290 -3.633
H -2.772 -3.352 -2.522
H -1.509 -4.573 -2.421
H 0.986 -2.969 -2.631
H 0.678 -4.106 -1.318
H 1.155 -2.446 -0.951
H -2.499 -2.770 -0.035
H -0.881 -2.484 0.589
H -1.326 -4.093 0.009
H 0.359 -2.069 -4.395
H 0.596 -0.761 -5.554
H -1.035 -1.223 -5.061
H 1.934 -0.863 -2.735
H 1.647 0.812 -2.332
H 2.161 0.375 -3.979
H -1.351 1.249 -4.588
H 0.344 1.623 -4.909
H -0.387 2.067 -3.360
F 3.666 -1.783 2.878
C 2.671 -1.698 1.978
F 2.820 -2.726 1.126
F 1.519 -1.872 2.629
S 2.724 -0.080 1.102
O 1.546 -0.191 0.209
O 3.979 -0.160 0.390
O 2.628 0.874 2.173
*
```



Which of these has the lowest molar mass?
C5H15N2O



Look up the molar mass of the second one.
358.3 g/mol



Which of these has the highest molar mass?
C41H89N2O10